18
Properties=species:S:1:pos:R:3:forces:R:3:nbo_charge:R:1 method="wB97M-V/def2-TZVPD" smiles="CC[C@@H](C)NC=O" total_energy_ev=-8900.9968 homo_lumo_gap_ev=10.8 e_above_lowest_kj_mol=67.60
C -1.7881 -0.6739 -1.0028 -0.0131 -0.0644 -0.0560 -0.611
C -1.2983 0.3333 0.0249 -0.0161 0.0455 0.0137 -0.401
C 0.2280 0.4211 0.0317 -0.1109 0.1704 -0.0297 -0.041
C 0.7052 1.5619 0.9454 -0.0138 0.1163 -0.0373 -0.622
N 0.8186 -0.8671 0.4726 0.4849 0.2593 0.1468 -0.670
C 1.8456 -1.4410 -0.2971 0.1454 0.1240 0.1233 0.548
O 2.9942 -1.6269 0.0403 -0.8356 -0.0710 0.2399 -0.560
H -1.4897 -0.3639 -2.0118 -0.0782 -0.0727 0.1144 0.199
H -1.3334 -1.6485 -0.7967 -0.1434 0.0806 -0.0881 0.215
H -2.8765 -0.7830 -0.9878 0.1531 -0.0029 0.0024 0.214
H -1.7158 1.3288 -0.1744 0.0781 -0.1394 -0.0132 0.202
H -1.6364 0.0493 1.0317 0.0797 0.0260 -0.1406 0.200
H 0.5799 0.6413 -0.9884 -0.1137 -0.1563 0.1660 0.193
H 0.2337 2.4954 0.6267 0.0655 -0.0424 0.0042 0.217
H 0.4090 1.4081 1.9939 0.0108 -0.1505 -0.2565 0.204
H 1.7904 1.7138 0.9235 -0.1717 -0.1888 -0.0814 0.222
H 1.0366 -0.7555 1.4605 0.5013 -0.3914 -0.2638 0.382
H 1.4970 -1.7932 -1.2924 -0.0223 0.4576 0.1560 0.108